Here is a structure of composition C20H35AlBBrClN3O8P in a non-equilibrium geometry from the Open Molecules 2025 dataset. Energies are from ωB97M-V/def2-TZVPD.

The spin multiplicity is 1. As for the net charge: -1.

XYZ file:
```
71
Properties=species:S:1:pos:R:3:forces:R:3
N 2.5318 -2.2251 4.2213 0.180 0.418 0.704
B 3.2498 -0.9687 4.1024 -0.715 0.080 -0.052
O 3.7489 -0.3554 5.2839 0.530 -0.535 -0.417
C 3.5077 -0.2888 2.6640 1.399 -1.150 0.853
C 4.9464 0.3416 2.7312 -0.206 -0.361 0.199
O 5.8777 -0.7755 2.9181 -0.253 0.175 0.003
N 7.1774 -0.2116 2.8197 0.167 0.146 0.004
O 7.6592 -0.4363 1.7805 0.023 -0.146 0.197
O 3.7270 -1.4106 1.8283 -1.107 0.508 -1.197
Al 2.7788 -1.2717 0.3263 0.295 -0.191 0.647
Cl 3.8069 -1.3534 -1.6096 -0.295 0.200 0.488
Br 1.3737 -3.1778 0.3988 0.126 0.314 -0.221
O 2.0951 0.3158 0.8187 0.389 0.079 -0.820
C 2.3768 0.6767 2.1178 -0.895 0.242 1.128
C 1.0396 0.7100 2.9253 -0.075 -0.453 -0.108
C 0.0088 -0.3955 2.6294 -0.375 0.718 -0.284
C -0.9656 0.0078 1.4954 0.218 -0.906 -0.434
C -1.7246 -1.2231 1.0104 0.555 1.917 1.081
C -1.6839 -1.6165 -0.2961 0.228 0.185 -0.363
C -2.3570 -2.7510 -0.6710 0.395 0.000 -1.468
C -3.0660 -3.4829 0.2345 -0.392 -0.692 -0.413
C -3.1193 -3.0531 1.5326 -0.840 -0.865 1.081
C -2.4570 -1.9277 1.9353 -0.178 -0.133 0.162
P 3.0826 2.4253 2.3518 1.663 0.592 -1.527
N 1.9336 3.5311 1.7010 -0.354 -0.268 1.501
O 3.0133 2.6726 4.0141 -0.568 -0.423 -0.289
H 2.8428 -2.7116 5.0582 -0.228 0.102 0.109
H 1.5286 -2.1032 4.3228 -0.042 -0.249 -0.594
H 4.6699 -0.6398 5.3777 0.050 0.436 0.183
H 5.0864 0.9940 3.5979 -0.022 0.355 -0.297
H 5.2215 0.8160 1.7920 -0.149 0.151 0.004
H 1.1999 0.7668 4.0083 0.258 -0.007 -0.076
H 0.5437 1.6494 2.6529 -0.015 -0.017 0.090
H 0.4364 -1.3638 2.3671 0.219 0.050 0.185
H -0.6103 -0.4932 3.5262 0.139 -0.344 0.091
H -0.4288 0.4066 0.6358 0.139 0.202 0.196
H -1.6752 0.7653 1.8360 0.068 0.072 0.040
H -1.0964 -1.0472 -1.0040 -0.010 -0.037 -0.075
H -2.2838 -3.0626 -1.7081 -0.093 -0.112 0.036
H -3.5596 -4.3874 -0.0954 -0.111 -0.052 0.154
H -3.6941 -3.6217 2.2583 0.020 -0.005 -0.015
H -2.5093 -1.6114 2.9670 0.037 0.078 0.072
H 1.1918 3.6589 2.3973 -0.279 -0.076 -0.427
H 2.3963 4.4347 1.6767 0.102 -0.086 -0.299
H 3.1365 1.8389 4.4938 0.007 0.083 0.117
C -3.5590 3.5534 -1.6620 0.080 0.123 -0.021
C -3.3907 2.5003 -2.7522 -0.135 -0.052 0.031
C -2.3706 1.5633 -2.1218 0.167 0.045 0.125
O -2.5844 1.6232 -0.7086 -0.143 0.221 -0.021
C -3.4515 2.7099 -0.3976 -0.040 -0.160 -0.006
H -4.4954 4.1085 -1.7240 -0.008 -0.020 0.013
H -2.7343 4.2692 -1.7063 -0.010 -0.002 0.019
H -4.3358 1.9738 -2.9107 0.019 -0.011 -0.018
H -3.0623 2.9049 -3.7096 0.024 0.010 0.018
H -1.3447 1.8947 -2.3247 -0.016 0.007 -0.072
H -2.4750 0.5392 -2.4594 0.009 -0.044 0.087
H -4.4267 2.2985 -0.1098 -0.043 0.097 0.019
H -3.0475 3.2683 0.4493 0.038 -0.052 0.018
C -0.7192 -0.5522 -6.2830 0.133 -0.117 0.022
C -1.9252 -1.4743 -6.4168 -0.126 0.101 -0.084
C -2.2718 -1.7429 -4.9596 0.120 -0.120 0.137
O -1.8910 -0.5749 -4.2269 0.030 -0.171 -0.373
C -1.0926 0.2713 -5.0600 -0.086 0.133 0.048
H -0.5325 0.0597 -7.1649 -0.023 0.017 0.012
H 0.1784 -1.1400 -6.0791 0.003 0.028 0.010
H -2.7465 -0.9448 -6.9073 -0.004 -0.021 0.003
H -1.7237 -2.3849 -6.9796 0.017 -0.009 0.029
H -1.7036 -2.5922 -4.5662 -0.033 -0.046 -0.045
H -3.3346 -1.9361 -4.8059 0.002 0.050 0.071
H -1.6953 1.1444 -5.3382 0.056 0.031 -0.043
H -0.2226 0.6148 -4.4997 -0.037 -0.034 0.073
```
Forces are in eV/Å.


Here is a cluster of 2 separate species, C5H13NS2 in total from the Open Molecules 2025 dataset. Energies are from ωB97M-V/def2-TZVPD.

Its energy above the lowest of the compared OMol25 structures with the same formula, charge and spin is 0.0 kcal per mole. The spin multiplicity is 2. As for the net charge: -1.

XYZ file:
```
21
Properties=species:S:1:pos:R:3:forces:R:3
N 0.6161 -2.3807 -0.4169 -0.296 -0.055 0.216
C 0.5243 -1.3947 -1.4929 -0.034 0.160 -0.193
C 1.8725 -1.2664 -2.2031 0.231 0.158 -0.451
C -0.0829 -0.0470 -0.9924 0.318 -0.415 0.602
S 0.2733 1.4752 -1.7860 -0.161 0.053 -0.067
S -0.5116 -0.5153 2.2790 0.123 0.099 -0.244
C -0.4773 1.2898 2.1944 -0.043 0.286 0.322
C -1.6794 1.9658 1.5560 -0.163 0.267 -0.673
H 1.2252 -1.9997 0.3057 0.014 -0.017 -0.043
H -0.2874 -2.3977 0.0633 0.189 -0.047 -0.081
H -0.2025 -1.7991 -2.2082 0.075 0.049 0.023
H 1.7786 -1.5187 -3.2682 0.022 -0.034 0.208
H 2.6292 -1.9326 -1.7791 -0.190 0.017 0.074
H 2.2488 -0.2407 -2.1898 -0.038 -0.080 0.178
H -1.1302 -0.2260 -0.7725 -0.382 0.176 -0.353
H 0.2638 0.0800 0.0773 0.174 -0.147 -0.060
H -0.3672 1.6701 3.2089 -0.055 0.036 0.258
H 0.4214 1.6743 1.6951 0.027 -0.280 -0.241
H -1.8431 1.6210 0.5261 0.090 -0.076 0.247
H -1.4709 3.0400 1.4613 -0.139 0.003 0.117
H -2.6265 1.8396 2.0905 0.237 -0.150 0.161
```
Forces are in eV/Å.


Here is a structure of composition C6H4N2O2 in a non-equilibrium geometry from the Open Molecules 2025 dataset. Energies are from ωB97M-V/def2-TZVPD.

Its energy above the lowest of the compared OMol25 structures with the same formula, charge and spin is 155.2 kcal per mole. The spin multiplicity is 1.

XYZ file:
```
14
Properties=species:S:1:pos:R:3:forces:R:3
C 0.3509 -1.9458 0.1468 -2.409 2.297 -1.521
C -1.6252 0.6652 0.4882 0.851 -1.536 -2.228
C -0.3289 1.3589 0.5778 -0.439 1.247 1.085
C -1.6092 -0.4178 -0.3536 -0.582 0.656 1.865
C 0.6723 0.6787 0.0357 -4.051 -3.335 -1.340
C -0.3032 -0.9509 -0.6564 5.137 3.359 -1.144
N 0.8142 -2.8514 0.6151 1.757 -3.066 1.972
N 2.0436 0.7349 -0.1195 0.946 -1.786 -0.880
O 2.6053 1.7566 0.1356 0.865 1.374 0.429
O 2.5664 -0.3027 -0.5470 -0.095 1.015 0.372
H -2.4991 1.0136 0.9723 -0.704 0.502 0.180
H -0.3930 2.3784 1.0668 0.850 -1.352 -0.547
H -2.4667 -0.9888 -0.6457 -0.545 -0.050 0.076
H 0.1727 -1.1289 -1.7160 -1.581 0.675 1.681
```
Forces are in eV/Å.


Here is an isolated molecule of C2H5NOS2 in a non-equilibrium geometry from the Open Molecules 2025 dataset. Energies are from ωB97M-V/def2-TZVPD.

Its energy above the lowest of the compared OMol25 structures with the same formula, charge and spin is 30.6 kcal per mole. Its SMILES is O=CN(S)CS. The spin multiplicity is 1.

XYZ file:
```
11
Properties=species:S:1:pos:R:3:forces:R:3
C -1.8981 0.1409 0.3366 0.193 -1.000 0.358
C 0.3804 0.9548 -0.4355 -1.090 -1.099 -0.477
N -0.6256 -0.2473 -0.0314 0.461 2.530 -0.837
O -2.2492 1.2516 0.5637 0.043 2.159 -0.033
S 1.9029 0.6660 0.5202 -0.271 -1.224 -1.323
S -0.2769 -1.8634 -0.3368 1.311 -0.111 2.206
H -2.6402 -0.6258 0.4887 0.052 -1.261 -0.170
H 0.4642 0.8911 -1.5741 0.308 -0.080 1.656
H -0.0165 2.0035 -0.2122 0.123 -1.915 0.138
H 2.0359 -0.6401 -0.0185 0.111 1.558 0.689
H 0.4220 -2.1758 0.9522 -1.241 0.441 -2.207
```
Forces are in eV/Å.


Number 1: energy -141291.95326 eV. Number 2: energy -28556.24963 eV. Number 3: energy -13355.09593 eV. Number 4: energy -27361.73005 eV.